# 1
A single C2HNO2S molecule at a distorted geometry. Source: the OMol25 dataset; level of theory: ωB97M-V with the def2-TZVPD basis set.

Structure (XYZ):
```
7
Properties=species:S:1:pos:R:3
N -2.780 1.116 -0.760
C -1.990 0.717 -0.045
S -0.891 0.298 1.102
O 0.664 0.421 0.089
C 1.469 -0.564 -0.112
O 2.461 -0.364 -0.688
H 1.068 -1.624 0.415
```

## Properties
- Gap between HOMO and LUMO: 9.0490 eV
- Spin multiplicity: 1
- Electronic energy: -18507.88768 eV
- HOMO energy: -11.03 eV

=====

# 2
13 unconnected molecules or ions with the total composition C25H72F3O15S13 at a distorted geometry. Source: the OMol25 dataset; level of theory: ωB97M-V with the def2-TZVPD basis set.

Structure (XYZ):
```
128
Properties=species:S:1:pos:R:3
C -6.754 -9.006 16.236
F -6.716 -7.814 16.793
F -5.562 -9.477 16.342
F -7.547 -9.755 16.998
S -7.260 -9.096 14.480
O -6.746 -10.263 13.932
O -8.685 -8.964 14.693
O -6.634 -7.877 14.010
C -5.079 -4.354 9.587
S -5.274 -6.009 10.016
O -3.838 -6.567 10.007
C -5.434 -5.798 11.769
H -4.678 -4.392 8.534
H -4.325 -4.045 10.308
H -6.000 -3.714 9.712
H -4.472 -5.295 12.245
H -5.462 -6.724 12.317
H -6.370 -5.257 11.906
C -9.053 -5.249 14.467
S -8.114 -5.613 15.863
O -8.699 -4.784 16.967
C -6.668 -4.743 15.468
H -10.027 -5.775 14.408
H -8.565 -5.746 13.592
H -8.961 -4.155 14.212
H -7.078 -3.829 15.055
H -6.239 -5.282 14.682
H -5.988 -4.662 16.372
C -5.728 -9.126 10.574
S -6.126 -10.857 10.660
O -5.884 -11.419 9.235
C -4.608 -11.349 11.429
H -6.032 -8.719 11.572
H -6.433 -8.670 9.791
H -4.702 -9.103 10.464
H -4.646 -10.914 12.452
H -3.686 -11.207 10.862
H -4.564 -12.386 11.625
C -4.642 -13.069 18.494
S -3.734 -12.962 16.942
O -3.215 -14.358 16.628
C -5.134 -12.744 15.968
H -3.918 -13.134 19.337
H -5.326 -13.937 18.319
H -5.284 -12.217 18.560
H -4.658 -12.512 14.985
H -5.809 -12.003 16.258
H -5.715 -13.602 15.825
C -7.348 -14.687 10.805
S -7.658 -14.895 12.511
O -7.312 -16.317 12.964
C -6.231 -14.036 12.929
H -7.521 -13.757 10.408
H -8.158 -15.247 10.331
H -6.471 -15.226 10.652
H -6.379 -12.975 13.160
H -5.443 -14.205 12.261
H -5.856 -14.534 13.911
C -3.141 -10.486 21.005
S -2.107 -10.080 19.564
O -1.819 -11.410 18.887
C -3.434 -9.499 18.556
H -3.842 -11.329 20.864
H -3.710 -9.625 21.351
H -2.493 -10.514 21.881
H -3.745 -8.499 18.739
H -4.263 -10.143 18.778
H -3.058 -9.443 17.525
C -9.388 -12.863 19.819
S -9.506 -13.932 18.493
O -10.890 -13.686 17.882
C -8.241 -13.169 17.481
H -10.291 -12.664 20.227
H -9.035 -11.834 19.703
H -8.787 -13.018 20.671
H -7.365 -12.966 17.955
H -8.606 -12.178 17.162
H -8.066 -13.863 16.701
C -6.891 -10.096 20.042
S -7.774 -9.661 21.576
O -6.736 -9.122 22.568
C -8.783 -8.379 20.932
H -6.036 -9.470 20.149
H -7.360 -10.012 19.042
H -6.598 -11.122 20.251
H -9.322 -8.680 20.083
H -8.056 -7.661 20.550
H -9.564 -8.059 21.612
C -9.111 -12.252 14.566
S -9.278 -11.497 12.978
O -9.532 -12.666 11.974
C -10.935 -10.859 13.228
H -9.431 -11.545 15.326
H -8.040 -12.412 14.688
H -9.800 -13.140 14.754
H -11.326 -10.339 12.409
H -10.606 -10.173 13.923
H -11.553 -11.636 13.574
C -5.633 -6.298 19.544
S -6.912 -5.035 19.228
O -7.865 -5.217 20.359
C -5.910 -3.589 19.672
H -5.172 -6.600 18.526
H -6.026 -7.046 20.115
H -4.770 -5.861 20.114
H -4.853 -3.588 19.297
H -5.746 -3.472 20.715
H -6.481 -2.780 19.323
C -10.390 -7.751 17.491
S -11.793 -8.872 17.911
O -12.688 -8.744 16.669
C -10.915 -10.416 17.526
H -9.469 -8.309 17.531
H -10.480 -6.882 18.150
H -10.357 -7.348 16.438
H -10.150 -10.636 18.317
H -10.572 -10.385 16.542
H -11.509 -11.288 17.591
C -8.917 -7.511 9.293
S -10.015 -7.228 10.612
O -10.901 -8.358 10.396
C -8.788 -7.754 11.746
H -8.728 -8.559 9.232
H -8.075 -6.884 9.316
H -9.599 -7.216 8.487
H -9.121 -7.765 12.715
H -7.993 -7.032 11.694
H -8.565 -8.819 11.427
```

## Properties
- Gap between HOMO and LUMO: 7.6561 eV
- Spin multiplicity: 1
- Total charge: -1
- Electronic energy: -206802.81402 eV
- HOMO energy: -6.27 eV

=====

# 3
A gas-phase ion, C11H14N (charge +1) at a distorted geometry. Source: the OMol25 dataset; level of theory: ωB97M-V with the def2-TZVPD basis set.

Structure (XYZ):
```
26
Properties=species:S:1:pos:R:3
C -2.866 -1.658 -0.115
C -0.608 -1.127 -0.208
C 0.760 -1.138 -0.340
C -2.994 1.754 -0.755
C -1.655 -2.232 -0.302
C -1.861 1.448 0.272
C -3.240 0.925 0.422
C -1.375 0.055 0.138
C 4.086 0.823 0.248
C 1.759 -0.078 0.046
C 3.246 -0.438 0.290
N -2.724 -0.389 0.341
H -3.889 -2.129 -0.047
H 1.253 -2.060 -0.613
H -3.269 2.793 -0.614
H -2.888 1.186 -1.678
H -1.314 -3.244 -0.533
H -1.359 2.130 0.925
H -3.995 1.110 1.021
H 3.820 1.635 1.099
H 4.078 1.267 -0.766
H 5.082 0.504 0.521
H 1.683 0.462 -0.945
H 1.253 0.540 0.845
H 3.659 -1.170 -0.467
H 3.357 -0.971 1.214
```

## Properties
- Gap between HOMO and LUMO (alpha / beta): 7.9470 / 6.7619 eV
- Spin multiplicity: 3
- Total charge: +1
- Electronic energy: -13110.95934 eV
- HOMO energy (alpha / beta): -11.14 / -13.94 eV

=====

# 4
A molecular structure, C5H10O2 at a distorted geometry. Source: the OMol25 dataset; level of theory: ωB97M-V with the def2-TZVPD basis set.

Structure (XYZ):
```
17
Properties=species:S:1:pos:R:3
C 2.150 0.161 -0.968
C 0.879 -0.340 -0.351
O 1.160 -1.266 0.663
C -0.226 0.571 0.105
C -1.457 -0.213 -0.263
C -2.022 0.422 1.078
O -0.645 0.642 1.486
H 2.614 -0.705 -1.448
H 1.873 0.881 -1.742
H 2.865 0.608 -0.273
H 0.223 -0.716 -1.434
H 0.504 -1.145 1.376
H -0.155 1.580 -0.329
H -1.326 -0.334 -1.423
H -1.287 -1.258 0.021
H -2.520 -0.236 1.805
H -2.554 1.375 1.020
```

## Properties
- Gap between HOMO and LUMO: 10.7256 eV
- Spin multiplicity: 1
- Electronic energy: -9438.50248 eV
- HOMO energy: -9.74 eV

=====

# 5
A gas-phase ion, C3H8N3 (charge +1) at a distorted geometry. Source: the OMol25 dataset; level of theory: ωB97M-V with the def2-TZVPD basis set.

Structure (XYZ):
```
14
Properties=species:S:1:pos:R:3
C -1.620 -0.970 -0.755
C 0.537 -0.718 0.567
C 1.214 1.638 0.312
N -1.862 0.223 -0.881
N -0.502 -1.459 -0.179
N 0.258 0.666 0.659
H -2.446 -1.535 -1.102
H 0.560 -1.196 1.531
H 1.407 -1.030 0.016
H 1.152 1.895 -0.758
H 0.753 2.477 0.769
H 2.358 1.475 0.659
H -0.423 -2.454 -0.203
H -1.388 0.987 -0.635
```

## Properties
- Gap between HOMO and LUMO (alpha / beta): 6.3855 / 5.9791 eV
- Spin multiplicity: 1
- Total charge: +1
- Electronic energy: -7698.40802 eV
- HOMO energy (alpha / beta): -14.34 / -14.38 eV

=====

# 6
3 unconnected molecules or ions with the total composition CH6NO4 at a distorted geometry. Source: the OMol25 dataset; level of theory: ωB97M-V with the def2-TZVPD basis set.

Structure (XYZ):
```
12
Properties=species:S:1:pos:R:3
N 0.267 -2.090 -0.537
C -0.388 -0.818 -0.354
O -0.377 -0.022 -1.304
O -0.928 -0.688 0.785
H 0.126 -2.506 -1.442
H 0.019 -2.698 0.224
H -0.075 1.766 -0.611
H -1.498 2.263 -0.545
O -0.630 2.515 -0.884
H 0.462 0.261 1.482
H 1.962 1.020 1.439
O 1.059 0.995 1.747
```

## Properties
- Gap between HOMO and LUMO: 8.9470 eV
- Spin multiplicity: 1
- Total charge: -1
- Electronic energy: -10816.80920 eV
- HOMO energy: -4.75 eV